# C60H140N2O29

11 unconnected molecules or ions with the total composition C60H140N2O29 in a non-equilibrium geometry (ωB97M-V/def2-TZVPD, the OMol25 dataset).

orbital gap	9.35	eV
SMILES	COCCOCCOC.COCCOCCOC.COCCOCCOC.COCCOCCOC.COCCOCCOC.COCCOCCOC.COCCOCCOC.COCCOCCOC.COCCOCCOC.CN(C)C=O.CN(C)C=O
spin multiplicity	1
energy	-126822.928	eV

Bonds (Å) are listed after each position.
Atoms and positions in Å:
1 C -2.81 2.87 1.28  O2 1.468, H10 1.090, H11 1.090, H12 1.090
2 O -2.65 1.46 0.89  C1 1.468, C3 1.440
3 C -1.46 1.17 0.14  O2 1.440, C4 1.572, H13 1.090, H14 1.090
4 C -0.88 -0.22 0.58  C3 1.572, O5 1.443, H15 1.090, H16 1.090
5 O -1.34 -1.34 -0.21  C4 1.443, C6 1.423
6 C -0.79 -2.62 0.07  O5 1.423, C7 1.568, H17 1.090, H18 1.090
7 C 0.71 -2.86 0.44  C6 1.568, O8 1.416, H19 1.090, H20 1.090
8 O 1.16 -2.04 1.50  C7 1.416, C9 1.442
9 C 1.71 -2.72 2.65  O8 1.442, H21 1.090, H22 1.090, H23 1.090
10 H -3.46 2.88 2.15  C1 1.090
11 H -3.08 3.56 0.47  C1 1.090
12 H -1.97 3.29 1.83  C1 1.090
13 H -0.69 1.93 0.28  C3 1.090
14 H -1.72 1.26 -0.92  C3 1.090
15 H -1.17 -0.43 1.61  C4 1.090
16 H 0.20 -0.17 0.45  C4 1.090
17 H -1.04 -3.17 -0.84  C6 1.090
18 H -1.38 -3.17 0.81  C6 1.090
19 H 1.13 -2.44 -0.47  C7 1.090
20 H 0.99 -3.92 0.42  C7 1.090
21 H 1.11 -3.39 3.26  C9 1.090
22 H 2.17 -2.02 3.35  C9 1.090
23 H 2.38 -3.41 2.13  C9 1.090
24 C -2.52 8.01 2.74  O25 1.477, H33 1.090, H34 1.090, H35 1.090
25 O -3.06 6.97 1.83  C24 1.477, C26 1.473
26 C -2.24 6.49 0.70  O25 1.473, C27 1.465, H36 1.090, H37 1.090
27 C -1.63 7.59 -0.06  C26 1.465, O28 1.417, H38 1.090, H39 1.090
28 O -0.45 8.05 0.57  C27 1.417, C29 1.451
29 C 0.28 9.11 -0.10  O28 1.451, C30 1.529, H40 1.090, H41 1.090
30 C 1.55 8.53 -0.72  C29 1.529, O31 1.438, H42 1.090, H43 1.090
31 O 1.24 7.35 -1.49  C30 1.438, C32 1.468
32 C 2.46 6.98 -2.20  O31 1.468, H44 1.090, H45 1.090, H46 1.090
33 H -2.68 9.03 2.39  C24 1.090
34 H -1.47 7.83 2.93  C24 1.090
35 H -3.04 7.88 3.69  C24 1.090
36 H -2.90 5.88 0.07  C26 1.090
37 H -1.46 5.78 0.96  C26 1.090
38 H -2.23 8.49 -0.24  C27 1.090
39 H -1.42 7.27 -1.08  C27 1.090
40 H 0.62 9.97 0.48  C29 1.090
41 H -0.26 9.48 -0.97  C29 1.090
42 H 2.11 8.25 0.17  C30 1.090
43 H 2.05 9.28 -1.33  C30 1.090
44 H 2.98 7.87 -2.56  C32 1.090
45 H 2.07 6.29 -2.95  C32 1.090
46 H 3.11 6.42 -1.53  C32 1.090
47 C 3.14 -12.31 4.13  O48 1.495, H56 1.090, H57 1.090, H58 1.090
48 O 2.47 -12.00 2.83  C47 1.495, C49 1.416
49 C 2.08 -10.64 2.82  O48 1.416, C50 1.488, H59 1.090, H60 1.090
50 C 1.75 -10.07 1.49  C49 1.488, O51 1.420, H61 1.090, H62 1.090
51 O 1.24 -8.74 1.47  C50 1.420, C52 1.414
52 C 1.51 -8.10 0.23  O51 1.414, C53 1.510, H63 1.090, H64 1.090
53 C 0.43 -8.17 -0.82  C52 1.510, O54 1.467, H65 1.090, H66 1.090
54 O -0.70 -7.24 -0.73  C53 1.467, C55 1.387
55 C -1.29 -7.02 0.51  O54 1.387, H67 1.090, H68 1.090, H69 1.090
56 H 3.41 -13.36 3.97  C47 1.090
57 H 2.49 -12.15 4.99  C47 1.090
58 H 4.04 -11.69 4.13  C47 1.090
59 H 2.68 -9.99 3.47  C49 1.090
60 H 1.06 -10.68 3.22  C49 1.090
61 H 1.20 -10.83 0.93  C50 1.090
62 H 2.67 -10.05 0.91  C50 1.090
63 H 2.53 -8.35 -0.04  C52 1.090
64 H 1.52 -7.04 0.48  C52 1.090
65 H 0.09 -9.21 -0.92  C53 1.090
66 H 0.95 -8.07 -1.77  C53 1.090
67 H -1.26 -7.82 1.24  C55 1.090
68 H -2.33 -6.73 0.34  C55 1.090
69 H -0.80 -6.15 0.94  C55 1.090
70 C 1.14 11.57 5.95  O71 1.391, H79 1.090, H80 1.090, H81 1.090
71 O 1.81 10.77 5.03  C70 1.391, C72 1.469
72 C 1.96 9.42 5.59  O71 1.469, C73 1.553, H82 1.090, H83 1.090
73 C 2.46 8.41 4.53  C72 1.553, O74 1.440, H84 1.090, H85 1.090
74 O 1.57 7.33 4.17  C73 1.440, C75 1.441
75 C 2.03 6.31 3.26  O74 1.441, C76 1.572, H86 1.090, H87 1.090
76 C 0.85 5.27 3.15  C75 1.572, O77 1.479, H88 1.090, H89 1.090
77 O 0.79 4.49 4.40  C76 1.479, C78 1.413
78 C -0.43 3.80 4.50  O77 1.413, H90 1.090, H91 1.090, H92 1.090
79 H 1.59 11.43 6.94  C70 1.090
80 H 0.10 11.24 5.93  C70 1.090
81 H 1.05 12.62 5.70  C70 1.090
82 H 0.98 9.08 5.94  C72 1.090
83 H 2.57 9.41 6.49  C72 1.090
84 H 3.33 7.87 4.89  C73 1.090
85 H 2.76 8.92 3.61  C73 1.090
86 H 2.92 5.74 3.52  C75 1.090
87 H 2.22 6.76 2.29  C75 1.090
88 H 0.94 4.47 2.41  C76 1.090
89 H -0.15 5.65 2.96  C76 1.090
90 H -0.58 3.08 3.69  C78 1.090
91 H -1.24 4.52 4.63  C78 1.090
92 H -0.31 3.15 5.37  C78 1.090
93 C -3.63 3.57 8.03  O94 1.480, H102 1.090, H103 1.090, H104 1.090
94 O -3.22 4.03 6.69  C93 1.480, C95 1.378
95 C -4.01 4.88 5.95  O94 1.378, C96 1.522, H105 1.090, H106 1.090
96 C -5.36 4.44 5.38  C95 1.522, O97 1.406, H107 1.090, H108 1.090
97 O -5.10 3.53 4.34  C96 1.406, C98 1.357
98 C -6.14 3.30 3.50  O97 1.357, C99 1.483, H109 1.090, H110 1.090
99 C -7.37 2.79 4.15  C98 1.483, O100 1.498, H111 1.090, H112 1.090
100 O -7.99 3.56 5.28  C99 1.498, C101 1.390
101 C -9.28 3.19 5.65  O100 1.390, H113 1.090, H114 1.090, H115 1.090
102 H -4.23 4.32 8.55  C93 1.090
103 H -2.73 3.29 8.57  C93 1.090
104 H -4.33 2.73 8.00  C93 1.090
105 H -3.43 5.27 5.11  C95 1.090
106 H -4.27 5.76 6.53  C95 1.090
107 H -5.93 5.22 4.88  C96 1.090
108 H -5.85 4.12 6.30  C96 1.090
109 H -5.75 2.36 3.10  C98 1.090
110 H -6.29 3.90 2.60  C98 1.090
111 H -7.10 1.79 4.48  C99 1.090
112 H -8.16 2.63 3.42  C99 1.090
113 H -10.04 3.48 4.92  C101 1.090
114 H -9.51 3.77 6.54  C101 1.090
115 H -9.30 2.14 5.94  C101 1.090
116 C -0.89 -3.95 -12.20  O117 1.397, H125 1.090, H126 1.090, H127 1.090
117 O -1.62 -3.16 -11.31  C116 1.397, C118 1.390
118 C -2.22 -3.75 -10.20  O117 1.390, C119 1.518, H128 1.090, H129 1.090
119 C -3.17 -2.75 -9.56  C118 1.518, O120 1.496, H130 1.090, H131 1.090
120 O -2.83 -2.65 -8.11  C119 1.496, C121 1.422
121 C -3.51 -3.50 -7.20  O120 1.422, C122 1.542, H132 1.090, H133 1.090
122 C -3.50 -3.07 -5.72  C121 1.542, O123 1.400, H134 1.090, H135 1.090
123 O -2.20 -3.31 -5.27  C122 1.400, C124 1.481
124 C -2.19 -2.83 -3.87  O123 1.481, H136 1.090, H137 1.090, H138 1.090
125 H -1.41 -4.86 -12.51  C116 1.090
126 H 0.12 -4.12 -11.80  C116 1.090
127 H -0.80 -3.29 -13.06  C116 1.090
128 H -1.52 -4.14 -9.46  C118 1.090
129 H -2.75 -4.66 -10.46  C118 1.090
130 H -4.19 -3.06 -9.78  C119 1.090
131 H -3.02 -1.78 -10.05  C119 1.090
132 H -3.14 -4.53 -7.17  C121 1.090
133 H -4.51 -3.64 -7.60  C121 1.090
134 H -4.27 -3.69 -5.24  C122 1.090
135 H -3.83 -2.03 -5.70  C122 1.090
136 H -2.89 -3.18 -3.11  C124 1.090
137 H -2.27 -1.74 -3.94  C124 1.090
138 H -1.28 -3.05 -3.30  C124 1.090
139 C 1.84 1.32 4.92  O140 1.432, H148 1.090, H149 1.090, H150 1.090
140 O 2.82 0.42 5.44  C139 1.432, C141 1.443
141 C 4.11 0.34 4.80  O140 1.443, C142 1.632, H151 1.090, H152 1.090
142 C 5.00 -0.86 5.43  C141 1.632, O143 1.401, H153 1.090, H154 1.090
143 O 6.27 -0.86 4.84  C142 1.401, C144 1.430
144 C 6.48 -1.62 3.64  O143 1.430, C145 1.527, H155 1.090, H156 1.090
145 C 7.96 -1.86 3.35  C144 1.527, O146 1.405, H157 1.090, H158 1.090
146 O 7.94 -2.13 1.98  C145 1.405, C147 1.388
147 C 9.22 -2.16 1.44  O146 1.388, H159 1.090, H160 1.090, H161 1.090
148 H 2.26 2.32 4.94  C139 1.090
149 H 0.99 1.34 5.61  C139 1.090
150 H 1.50 1.07 3.92  C139 1.090
151 H 4.52 1.34 4.87  C141 1.090
152 H 3.89 0.22 3.73  C141 1.090
153 H 4.43 -1.78 5.30  C142 1.090
154 H 5.06 -0.76 6.52  C142 1.090
155 H 5.97 -1.06 2.85  C144 1.090
156 H 6.13 -2.64 3.77  C144 1.090
157 H 8.25 -2.63 4.06  C145 1.090
158 H 8.59 -1.02 3.64  C145 1.090
159 H 9.92 -2.85 1.91  C147 1.090
160 H 9.88 -1.29 1.39  C147 1.090
161 H 9.07 -2.58 0.44  C147 1.090
162 C 0.46 -6.64 -5.96  O163 1.471, H171 1.090, H172 1.090, H173 1.090
163 O 1.53 -6.31 -5.00  C162 1.471, C164 1.413
164 C 1.16 -5.26 -4.13  O163 1.413, C165 1.555, H174 1.090, H175 1.090
165 C 2.47 -4.66 -3.57  C164 1.555, O166 1.386, H176 1.090, H177 1.090
166 O 3.45 -5.56 -3.19  C165 1.386, C167 1.407
167 C 3.70 -5.74 -1.82  O166 1.407, C168 1.549, H178 1.090, H179 1.090
168 C 4.62 -4.64 -1.22  C167 1.549, O169 1.429, H180 1.090, H181 1.090
169 O 4.04 -3.34 -1.24  C168 1.429, C170 1.408
170 C 4.83 -2.39 -0.56  O169 1.408, H182 1.090, H183 1.090, H184 1.090
171 H 0.28 -5.85 -6.69  C162 1.090
172 H -0.47 -6.89 -5.46  C162 1.090
173 H 0.78 -7.62 -6.32  C162 1.090
174 H 0.46 -5.57 -3.36  C164 1.090
175 H 0.73 -4.49 -4.77  C164 1.090
176 H 2.22 -3.93 -2.79  C165 1.090
177 H 2.99 -4.21 -4.41  C165 1.090
178 H 4.22 -6.69 -1.90  C167 1.090
179 H 2.77 -5.95 -1.30  C167 1.090
180 H 5.48 -4.72 -1.88  C168 1.090
181 H 4.75 -5.00 -0.19  C168 1.090
182 H 5.53 -1.94 -1.27  C170 1.090
183 H 5.30 -2.66 0.39  C170 1.090
184 H 4.06 -1.64 -0.37  C170 1.090
185 C 1.87 -3.89 -9.57  O186 1.410, H194 1.090, H195 1.090, H196 1.090
186 O 1.83 -3.32 -8.28  C185 1.410, C187 1.379
187 C 0.99 -2.23 -8.22  O186 1.379, C188 1.551, H197 1.090, H198 1.090
188 C 0.32 -2.01 -6.83  C187 1.551, O189 1.384, H199 1.090, H200 1.090
189 O 1.30 -1.81 -5.87  C188 1.384, C190 1.431
190 C 1.77 -0.47 -5.68  O189 1.431, C191 1.503, H201 1.090, H202 1.090
191 C 2.66 -0.08 -4.54  C190 1.503, O192 1.480, H203 1.090, H204 1.090
192 O 2.06 0.19 -3.21  C191 1.480, C193 1.393
193 C 1.47 -0.89 -2.58  O192 1.393, H205 1.090, H206 1.090, H207 1.090
194 H 2.33 -4.88 -9.55  C185 1.090
195 H 2.45 -3.27 -10.26  C185 1.090
196 H 0.82 -4.12 -9.79  C185 1.090
197 H 0.03 -2.30 -8.74  C187 1.090
198 H 1.41 -1.31 -8.61  C187 1.090
199 H -0.20 -2.93 -6.59  C188 1.090
200 H -0.41 -1.21 -6.82  C188 1.090
201 H 0.89 0.16 -5.66  C190 1.090
202 H 2.31 -0.22 -6.60  C190 1.090
203 H 3.45 0.66 -4.70  C191 1.090
204 H 3.33 -0.91 -4.32  C191 1.090
205 H 0.94 -0.51 -1.71  C193 1.090
206 H 2.16 -1.67 -2.27  C193 1.090
207 H 0.59 -1.30 -3.08  C193 1.090
208 C -3.96 5.10 -4.05  O209 1.196, N210 1.317, H213 1.101
209 O -3.82 6.26 -3.81  C208 1.196
210 N -3.14 4.12 -3.72  C208 1.317, C211 1.518, C212 1.427
211 C -3.43 2.66 -3.99  N210 1.518, H214 1.090, H215 1.090, H216 1.090
212 C -2.04 4.34 -2.83  N210 1.427, H217 1.090, H218 1.090, H219 1.090
213 H -4.80 4.72 -4.64  C208 1.101
214 H -2.71 2.12 -4.61  C211 1.090
215 H -4.43 2.65 -4.43  C211 1.090
216 H -3.65 2.09 -3.09  C211 1.090
217 H -2.22 5.20 -2.19  C212 1.090
218 H -1.88 3.45 -2.23  C212 1.090
219 H -1.05 4.42 -3.29  C212 1.090
220 C -3.28 -1.48 4.00  O221 1.173, N222 1.352, H225 1.101
221 O -3.86 -2.47 4.24  C220 1.173
222 N -3.02 -0.56 4.95  C220 1.352, C223 1.476, C224 1.460
223 C -2.62 0.82 4.63  N222 1.476, H226 1.090, H227 1.090, H228 1.090
224 C -2.89 -0.83 6.38  N222 1.460, H229 1.090, H230 1.090, H231 1.090
225 H -3.00 -1.14 2.99  C220 1.101
226 H -3.33 1.50 5.12  C223 1.090
227 H -2.79 1.00 3.57  C223 1.090
228 H -1.65 1.05 5.06  C223 1.090
229 H -3.28 -1.82 6.60  C224 1.090
230 H -1.88 -0.74 6.79  C224 1.090
231 H -3.59 -0.20 6.93  C224 1.090